Here is a cluster of 2 separate species, C5H10N2 in total from the Open Molecules 2025 dataset. Energies are from the ωB97M-V functional and the def2-TZVPD basis.

Last column: Mulliken charge in e.
Atoms and positions in Å:
C: -3.742 0.101 0.468  0.1755
C: -1.702 -1.159 -0.242  0.0477
C: -4.101 1.336 0.083  -0.5897
C: 1.842 -0.895 0.171  -0.0010
C: 3.672 0.664 -0.334  -0.7512
N: -2.594 -0.474 0.016  0.0139
N: 2.986 -0.394 0.318  -0.0004
H: -4.386 -0.470 1.205  0.3382
H: -1.092 -2.025 -0.462  0.4562
H: -4.984 1.986 0.198  0.3355
H: -3.508 1.586 -0.816  0.2306
H: 1.460 -1.678 0.866  0.2928
H: 0.928 -0.570 -0.573  0.1125
H: 3.828 0.517 -1.393  0.3778
H: 2.974 1.601 -0.385  0.3079
H: 4.740 0.827 0.074  0.3132
H: 3.679 -0.955 0.807  0.3407

Calculated values
**E_LUMO**: -0.3231 hartree
**Gap between HOMO and LUMO**: 9.565 eV
**Charge**: +2
**Relative energy (zero: lowest compared OMol25 entry of this formula, charge and spin)**: 2.225 eV
**E**: -8305.6431 eV